Entry from OMol25: an isolated ion of composition CH5NOP and charge -1 (the ωB97M-V functional and the def2-TZVPD basis).

As for the SMILES: C[PH2]1[N-]O1. As for the total energy: -512.27051 a.u. The HOMO-LUMO gap is 0.249 Ha. The total charge is -1. The energy relative to the best compared isomer or geometry (same formula, charge and spin) comes out at 510.8 kJ/mol. The max |F| is 4.3 eV/A.

Each line ends with the Löwdin charge.
Element x y z (Å)
C  0.59  0.37  0.02  -0.28
N  -3.06  0.80  -0.01  -0.39
O  -3.11  -0.69  0.06  -0.61
P  -1.58  0.15  -0.02  0.52
H  0.81  -0.10  0.95  -0.05
H  0.89  -0.30  -0.74  -0.06
H  1.31  1.16  -0.11  -0.05
H  -1.40  -0.85  -1.18  0.01
H  -1.18  -0.41  1.10  -0.08